No. 1
Below is C26H66F6O13Y as an isolated structure in a non-equilibrium geometry, with properties calculated with ωB97M-V with the def2-TZVPD basis set.

Last column: Löwdin charge in e.
Positions of all 112 atoms, in Å:
Y (-9.1125, -20.2346, 2.7749)  1.893
C (-8.6206, -20.6122, -0.7263)  -0.447
O (-7.4338, -19.9471, -1.0708)  -0.079
O (-8.7322, -20.7222, 0.6016)  -0.255
C (-9.7457, -19.9244, -1.4521)  -0.569
F (-10.7144, -20.8020, -1.6162)  0.171
F (-10.2325, -18.8513, -0.7968)  0.140
F (-9.3779, -19.4794, -2.6741)  0.154
C (-6.4137, -20.8123, -1.4100)  -0.296
C (-5.1727, -19.9918, -1.5322)  -0.068
H (-5.1228, -19.3202, -0.6662)  0.078
H (-4.2543, -20.5766, -1.5011)  0.082
H (-5.1606, -19.3873, -2.4353)  0.084
H (-6.6444, -21.2119, -2.4005)  0.134
H (-6.2562, -21.6060, -0.6796)  0.127
H (-8.6020, -21.6281, -1.1569)  0.170
C (-12.2714, -19.0425, 2.3584)  -0.491
O (-12.7326, -18.7919, 3.6484)  -0.085
O (-11.3135, -19.9049, 2.4496)  -0.195
C (-13.3134, -19.4980, 1.3569)  -0.633
F (-14.2359, -18.6198, 1.0541)  0.178
F (-12.7218, -19.8679, 0.2395)  0.159
F (-13.9464, -20.5480, 1.8465)  0.181
C (-13.4984, -17.6089, 3.8806)  -0.226
C (-13.9945, -17.6286, 5.2967)  -0.045
H (-14.7419, -16.8237, 5.3873)  0.084
H (-14.4931, -18.5479, 5.5827)  0.099
H (-13.2698, -17.2848, 6.0361)  0.025
H (-14.3464, -17.4953, 3.2002)  0.092
H (-12.8742, -16.7093, 3.7176)  0.112
H (-11.9149, -18.0580, 1.9619)  0.153
C (-8.6653, -15.8005, 2.6179)  -0.064
C (-9.4717, -16.8422, 1.9511)  -0.257
O (-8.7574, -18.0989, 1.8436)  -0.182
H (-9.2579, -14.9784, 3.0270)  0.090
H (-7.8096, -15.4092, 2.0655)  0.091
H (-8.2368, -16.2051, 3.5523)  0.080
H (-9.9015, -16.5837, 0.9912)  0.135
H (-10.2853, -17.0307, 2.6545)  0.090
H (-8.0331, -17.9683, 1.2025)  0.131
C (-12.9619, -13.9508, 1.0153)  -0.085
C (-12.6257, -12.9699, 2.1210)  -0.269
O (-13.4008, -13.1776, 3.3257)  -0.110
H (-12.7444, -14.9803, 1.3260)  0.062
H (-12.3614, -13.7838, 0.1227)  0.078
H (-14.0250, -13.9076, 0.7646)  0.077
H (-12.7221, -11.9297, 1.7894)  0.117
H (-11.5498, -13.1123, 2.3311)  0.104
H (-14.1730, -13.7589, 3.1498)  0.060
C (-13.7133, -16.6445, 9.1063)  -0.096
C (-14.3621, -16.8379, 10.4534)  -0.349
O (-15.1897, -17.9477, 10.4584)  -0.053
H (-14.4328, -16.3322, 8.3420)  0.040
H (-13.2978, -17.5916, 8.7532)  0.076
H (-12.9631, -15.8497, 9.1112)  0.076
H (-14.9247, -15.9392, 10.7275)  0.118
H (-13.5815, -16.9404, 11.2078)  0.113
H (-16.0892, -17.6661, 10.2809)  0.089
C (-16.5945, -14.4980, 6.9401)  -0.079
C (-18.0076, -14.8311, 6.4471)  -0.318
O (-18.8047, -13.6851, 6.2521)  -0.065
H (-15.9180, -14.1651, 6.1511)  0.057
H (-16.1780, -15.3863, 7.4286)  0.050
H (-16.5822, -13.7056, 7.6962)  0.083
H (-18.4989, -15.5238, 7.1456)  0.113
H (-17.8904, -15.3895, 5.5173)  0.085
H (-18.9225, -13.2426, 7.0972)  0.087
C (-10.8316, -17.1539, 5.8939)  -0.084
C (-10.5241, -18.5948, 5.6132)  -0.168
O (-9.3531, -18.6744, 4.6491)  -0.210
H (-11.0432, -16.6725, 4.9316)  0.076
H (-10.0078, -16.6097, 6.3518)  0.102
H (-11.7524, -17.0767, 6.4663)  0.038
H (-11.3346, -19.0592, 5.0531)  0.096
H (-10.2278, -19.1486, 6.5016)  0.126
H (-8.5371, -18.4102, 5.1055)  0.107
C (-17.0825, -19.5414, 2.3648)  -0.108
C (-17.6440, -20.9186, 2.5286)  -0.336
O (-18.9286, -21.0436, 1.9672)  -0.059
H (-16.1311, -19.4109, 2.8870)  0.059
H (-17.7245, -18.7384, 2.7541)  0.070
H (-16.9788, -19.2695, 1.3085)  0.083
H (-17.6693, -21.1904, 3.5822)  0.115
H (-16.9449, -21.6133, 2.0464)  0.114
H (-18.8067, -21.1753, 1.0210)  0.089
C (-17.7946, -15.6972, 1.7369)  -0.061
C (-16.6880, -15.9327, 2.7198)  -0.336
O (-15.8485, -14.8058, 2.8436)  -0.088
H (-17.3589, -15.4382, 0.7658)  0.086
H (-18.4238, -14.8482, 2.0162)  0.084
H (-18.4359, -16.5639, 1.5821)  0.076
H (-16.0977, -16.8373, 2.5507)  0.078
H (-17.0435, -16.2211, 3.7277)  0.100
H (-16.4058, -14.1085, 3.2221)  0.106
C (-13.8024, -18.7821, -2.2527)  -0.091
C (-12.7580, -19.0192, -3.2624)  -0.328
O (-13.3715, -18.8109, -4.5418)  -0.081
H (-13.4073, -18.5933, -1.2489)  0.046
H (-14.4879, -19.6293, -2.1404)  0.090
H (-14.4419, -17.9341, -2.4824)  0.085
H (-12.2808, -19.9975, -3.2658)  0.101
H (-11.9386, -18.2897, -3.1744)  0.109
H (-12.6799, -18.6607, -5.1928)  0.080
C (-12.6393, -14.6389, 6.2428)  -0.097
C (-12.1871, -13.1744, 6.4233)  -0.299
O (-13.1719, -12.2867, 5.9573)  -0.080
H (-11.9454, -15.3186, 6.7618)  0.040
H (-12.6269, -14.9925, 5.2112)  0.053
H (-13.6273, -14.8129, 6.6785)  0.058
H (-11.2910, -13.1165, 5.7648)  0.110
H (-11.8907, -12.9456, 7.4394)  0.110
H (-13.3801, -12.6365, 5.0687)  0.037

Output
**Charge**: +1
**Electronic energy**: -2645.61188 a.u.
**Energy relative to the best compared isomer or geometry (same formula, charge and spin)**: 0.000 eV



No. 2
Below is C6H21FeN5O5S as an isolated structure in a non-equilibrium geometry, with properties calculated with ωB97M-V with the def2-TZVPD basis set.

Last column: Löwdin charge in e.
Positions of all 39 atoms, in Å:
O (-0.2700, 4.6824, 1.9055)  -0.629
H (0.4750, 4.1884, 1.5030)  -0.225
Fe (0.0470, -0.1503, 0.1470)  0.285
N (-0.8440, -0.3950, -1.3160)  -0.141
N (1.4516, -1.3479, -0.5573)  -0.080
O (-2.0983, 0.1074, -1.6726)  0.022
O (2.7326, -1.8159, -0.1487)  0.018
C (-0.2491, -1.2310, -2.1887)  -0.189
C (1.0435, -1.7674, -1.7626)  -0.204
C (-0.8619, -1.6148, -3.4927)  -0.001
C (1.8189, -2.6943, -2.6351)  0.000
H (-1.6378, -0.9380, -3.8608)  0.091
H (-1.3138, -2.6205, -3.4307)  0.112
H (-0.0943, -1.6543, -4.2836)  0.095
H (2.5760, -3.2914, -2.1196)  0.089
H (2.3347, -2.1365, -3.4362)  0.113
H (1.1478, -3.4175, -3.1296)  0.097
H (-2.1541, 0.9235, -1.1277)  0.066
H (2.8521, -1.3414, 0.7061)  0.107
O (-0.7255, -2.1363, 1.0236)  -0.064
H (-1.2695, -1.3170, 0.8839)  -0.008
H (0.2061, -1.9232, 0.7270)  0.006
C (1.2623, 1.4445, -0.0876)  -0.145
H (1.4802, 2.4918, -0.2826)  0.028
H (1.2401, 1.0639, -1.1161)  -0.007
H (2.2037, 1.0824, 0.3493)  -0.002
O (-2.6478, 3.5221, -0.8057)  -0.071
H (-2.3172, 4.0657, -0.0904)  0.021
H (-1.9091, 2.9331, -0.9721)  -0.015
N (1.2177, -0.2164, 2.4058)  0.051
N (0.1992, 0.2045, 3.2976)  -0.035
C (-1.0415, 0.7088, 3.0477)  -0.688
N (-1.9176, 0.9275, 4.0652)  0.108
S (-1.5235, 1.1529, 1.4483)  0.806
H (0.6577, -0.0208, 1.5212)  -0.079
H (1.9401, 0.4535, 2.3181)  0.075
H (0.5318, 0.0635, 4.2324)  0.146
H (-2.8599, 1.3276, 3.9139)  0.130
H (-1.6833, 0.6865, 5.0206)  0.113

Output
**Charge**: 0
**Electronic energy**: -2552.63826 a.u.
**Energy relative to the best compared isomer or geometry (same formula, charge and spin)**: 6.670 eV
**2S+1**: 5



No. 3
Below is C3H5NO3 as an isolated structure, with properties calculated with ωB97M-V with the def2-TZVPD basis set.

Last column: Löwdin charge in e.
Positions of all 12 atoms, in Å:
N (0.6565, 0.4053, -0.9074)  0.191
C (0.4616, -0.9123, 0.0798)  -0.408
O (1.0866, -1.9095, -0.0880)  0.122
C (-0.1017, -0.2176, 1.3145)  -0.098
O (-0.7472, 0.9281, 0.7832)  -0.058
C (-0.8535, 0.5848, -0.5966)  -0.477
O (-1.2168, -0.6532, -0.7925)  -0.030
H (0.8290, 0.0610, -1.8492)  0.158
H (1.3288, 1.1205, -0.6266)  0.157
H (-0.7944, -0.9003, 1.8125)  0.141
H (0.6939, 0.0889, 2.0022)  0.139
H (-1.3429, 1.4043, -1.1318)  0.162

Output
**Charge**: 0
**Electronic energy**: -397.72907 a.u.
**Energy relative to the best compared isomer or geometry (same formula, charge and spin)**: 2.929 eV



No. 4
Below is a 2-piece molecular cluster, C4H8N2O overall in a non-equilibrium geometry, with properties calculated with ωB97M-V with the def2-TZVPD basis set.

Last column: Löwdin charge in e.
Positions of all 15 atoms, in Å:
C (2.4441, -0.3477, -0.5899)  -0.072
N (1.1354, 0.2216, -0.2548)  -0.068
C (0.0709, -0.5292, -0.2354)  -0.030
N (-1.6308, -2.1475, 0.5325)  0.145
C (-1.2907, 0.0893, -0.1263)  -0.516
O (-2.0855, -0.4098, -0.9181)  0.000
C (-1.7381, 1.2553, 0.7367)  -0.018
H (2.9314, 0.2669, -1.3530)  0.084
H (2.2645, -1.3459, -0.9916)  0.083
H (3.0943, -0.4179, 0.2875)  0.083
H (1.1396, 1.2342, -0.1040)  0.143
H (-0.7265, -2.5404, 0.2184)  -0.077
H (-1.2159, 2.1765, 0.4462)  0.075
H (-2.8050, 1.3939, 0.5421)  0.084
H (-1.5875, 1.1007, 1.8097)  0.083

Output
**Charge**: 0
**Electronic energy**: -341.70115 a.u.
**Energy relative to the best compared isomer or geometry (same formula, charge and spin)**: 8.231 eV



No. 5
Below is C47H32Cl2IN6O2PSV as an isolated structure in a non-equilibrium geometry, with properties calculated with ωB97M-V with the def2-TZVPD basis set.

Last column: Löwdin charge in e.
Positions of all 93 atoms, in Å:
V (0.7665, -0.2275, 0.8007)  0.561
Cl (-2.6839, 3.3740, 5.3730)  0.701
C (-2.1881, 2.1419, 4.2785)  -0.682
C (-0.9253, 2.2186, 3.7174)  -0.024
C (-0.5262, 1.2502, 2.8035)  -0.215
N (0.7104, 1.1043, 2.1840)  -0.038
C (1.8235, 1.7278, 2.6566)  -0.456
O (1.8915, 2.7656, 3.2856)  0.099
C (3.0496, 0.9018, 2.3987)  -0.244
C (4.2756, 1.3129, 2.8912)  0.027
C (5.3741, 0.4890, 2.7160)  -0.014
C (5.1978, -0.7157, 2.0516)  -0.021
C (3.9382, -1.0478, 1.5846)  -0.139
N (2.8693, -0.2637, 1.7537)  -0.042
C (-1.3811, 0.1833, 2.4907)  -0.235
C (-2.6378, 0.1080, 3.0717)  -0.050
C (-3.0477, 1.0939, 3.9509)  -0.680
Cl (-4.6287, 1.0007, 4.6297)  0.694
N (-0.8289, -0.7441, 1.5847)  -0.053
C (-1.2276, -2.0735, 1.7549)  -0.425
O (-1.5424, -2.5274, 2.8336)  0.107
C (-1.3503, -2.9732, 0.5492)  -0.204
C (-1.6890, -4.2988, 0.8033)  0.016
C (-1.9233, -5.1477, -0.2628)  -0.034
C (-1.8465, -4.6282, -1.5444)  -0.036
C (-1.5225, -3.2893, -1.6957)  -0.132
N (-1.2582, -2.4736, -0.6795)  0.125
H (-0.2623, 3.0243, 3.9823)  0.108
H (4.3244, 2.2655, 3.3994)  0.131
H (6.3475, 0.7777, 3.0892)  0.122
H (6.0227, -1.3941, 1.8881)  0.118
H (3.7931, -1.9763, 1.0534)  0.104
H (-3.2987, -0.7225, 2.8671)  0.119
H (-1.7638, -4.6247, 1.8309)  0.124
H (-2.1768, -6.1865, -0.0980)  0.115
H (-2.0363, -5.2474, -2.4107)  0.111
H (-1.4788, -2.8480, -2.6853)  0.100
I (2.7264, 1.0441, -0.8555)  1.350
C (2.2215, 2.0142, -2.6607)  -0.548
C (3.3044, 2.2712, -3.4550)  -0.159
C (3.1633, 3.0169, -4.6334)  -0.061
C (1.9347, 3.5027, -4.9592)  -0.019
C (0.8034, 3.2457, -4.1499)  -0.150
C (-0.4278, 3.8160, -4.5283)  -0.012
C (-1.5374, 3.6336, -3.7612)  -0.032
C (-1.4507, 2.8333, -2.6186)  -0.090
C (-0.2875, 2.2065, -2.2093)  -0.277
P (-0.6622, 1.1337, -0.7030)  1.071
C (-2.1024, 0.2189, -1.3850)  -0.358
C (-2.1360, -0.1203, -2.7377)  -0.112
C (-3.1940, -0.8518, -3.2573)  -0.084
C (-4.2363, -1.2509, -2.4359)  -0.069
C (-4.2078, -0.9251, -1.0877)  -0.052
C (-3.1434, -0.2097, -0.5635)  -0.111
C (-1.3325, 2.5623, 0.2411)  -0.361
C (-2.6619, 2.7491, 0.6004)  -0.077
C (-3.0512, 3.9226, 1.2334)  -0.056
C (-2.1275, 4.9239, 1.4841)  -0.061
C (-0.8039, 4.7540, 1.1002)  -0.052
C (-0.4092, 3.5810, 0.4863)  -0.100
C (0.9045, 2.4460, -2.9603)  -0.190
H (4.2810, 1.9105, -3.1598)  0.089
H (4.0313, 3.2159, -5.2464)  0.115
H (1.7990, 4.1127, -5.8432)  0.122
H (-0.4641, 4.4137, -5.4305)  0.123
H (-2.4820, 4.0869, -4.0292)  0.119
H (-2.3559, 2.6929, -2.0469)  0.110
H (-1.3395, 0.1972, -3.3993)  0.106
H (-3.2026, -1.1028, -4.3106)  0.112
H (-5.0685, -1.8089, -2.8445)  0.111
H (-5.0178, -1.2324, -0.4386)  0.115
H (-3.1286, 0.0074, 0.4946)  0.081
H (-3.4080, 2.0015, 0.3737)  0.096
H (-4.0863, 4.0500, 1.5241)  0.116
H (-2.4380, 5.8366, 1.9754)  0.112
H (-0.0792, 5.5360, 1.2856)  0.115
H (0.6255, 3.4560, 0.1837)  0.099
N (1.6949, -1.7030, -2.4886)  0.102
C (1.9151, -2.5155, -1.4293)  -0.702
N (1.6328, -2.2140, -0.1968)  0.010
C (1.9030, -3.2882, 0.6546)  -0.344
C (1.6902, -3.3243, 2.0311)  -0.041
C (1.9882, -4.4807, 2.7280)  -0.049
C (2.5079, -5.5985, 2.0789)  -0.067
C (2.7443, -5.5770, 0.7153)  -0.074
C (2.4359, -4.4186, 0.0201)  -0.459
S (2.6007, -4.1065, -1.6897)  1.119
H (0.9865, -0.9951, -2.3743)  0.060
H (1.7994, -2.0935, -3.4091)  0.105
H (1.3016, -2.4568, 2.5502)  0.107
H (1.8099, -4.5159, 3.7943)  0.117
H (2.7317, -6.4928, 2.6445)  0.112
H (3.1457, -6.4401, 0.2011)  0.115

Output
**Charge**: +1
**Electronic energy**: -5190.84107 a.u.
**Energy relative to the best compared isomer or geometry (same formula, charge and spin)**: 0.600 eV
**2S+1**: 3



No. 6
Below is a 2-piece molecular cluster, C8H9P overall in a non-equilibrium geometry, with properties calculated with ωB97M-V with the def2-TZVPD basis set.

Last column: Löwdin charge in e.
Positions of all 18 atoms, in Å:
C (-2.0693, -0.0831, 1.9057)  0.056
C (-1.5663, 0.8349, 0.9024)  -0.094
C (-1.7765, -1.3166, 2.2948)  -0.109
C (-0.7037, -1.9073, 1.5208)  -0.100
C (-0.1504, -1.1750, 0.5629)  -0.125
C (-0.6266, 0.0990, 0.3872)  -0.073
C (2.0545, 0.6524, -1.3989)  -0.186
C (0.7371, 1.3908, -1.1470)  -0.613
P (-0.2951, 1.7456, -2.4211)  0.800
H (-2.1719, -2.0270, 3.0606)  0.113
H (-0.4070, -2.9543, 1.6945)  0.111
H (0.6959, -1.5567, -0.0056)  0.098
H (2.2466, 0.6893, -2.4508)  0.031
H (2.0105, -0.3932, -1.0953)  0.037
H (2.9954, 0.9824, -0.8190)  0.100
H (0.7030, 2.1557, -0.3532)  0.048
H (-1.8518, 1.8032, 0.9130)  0.064
H (0.1756, 1.0600, -3.5508)  -0.160

Output
**Charge**: 0
**Electronic energy**: -651.33232 a.u.
**Energy relative to the best compared isomer or geometry (same formula, charge and spin)**: 5.128 eV